Record 1
C25H28N2O5 | ωB97M-V/def2-TZVPD

Cartesian coordinates (Å):
C: 1.85575 -1.13185 -5.38528
C: 1.72386 -1.73592 -3.99287
C: 1.33949 -0.68053 -2.95723
C: 1.19739 -1.31138 -1.57299
C: 0.89073 -0.35468 -0.40678
C: 2.04101 0.63540 -0.19351
O: 2.94067 0.84201 -0.95773
O: 1.93337 1.22715 1.00064
C: 2.93038 2.20083 1.32923
C: 2.97672 2.36031 2.83758
N: 0.71294 -1.13892 0.81231
C: -0.69698 -1.43582 1.00820
C: -1.06418 -2.83045 0.54359
C: -0.08301 -3.77135 0.26910
C: -0.42198 -5.05134 -0.12914
C: -1.75696 -5.41712 -0.24495
O: -2.13856 -6.66171 -0.63826
C: -2.74679 -4.48837 0.06224
C: -2.39855 -3.21295 0.45725
C: -1.47606 -0.32167 0.25205
C: -1.97382 0.73329 1.21565
O: -2.74965 0.57029 2.11928
N: -1.34975 1.93097 0.90353
C: -1.60724 3.14452 1.59470
C: -0.55496 3.98535 1.92929
C: -0.81131 5.16783 2.59918
C: -2.10855 5.50852 2.94251
C: -3.15446 4.66549 2.60702
C: -2.91153 3.48513 1.92816
C: -0.46469 1.83034 -0.15985
O: 0.15286 2.74687 -0.63267
C: -0.46362 0.39159 -0.63277
H: 2.14171 -1.89224 -6.10828
H: 2.61270 -0.35125 -5.38818
H: 0.91226 -0.69361 -5.70377
H: 0.96699 -2.52451 -4.00669
H: 2.67307 -2.19216 -3.70560
H: 2.10341 0.09454 -2.93129
H: 0.40136 -0.21728 -3.27060
H: 0.40453 -2.06124 -1.59796
H: 2.13099 -1.81994 -1.32604
H: 2.66276 3.13804 0.82885
H: 3.89200 1.86210 0.93027
H: 2.00169 2.65079 3.22141
H: 3.70141 3.12646 3.09714
H: 3.26940 1.42445 3.30732
H: 1.08722 -0.64063 1.61013
H: -0.93875 -1.38570 2.07759
H: 0.95303 -3.49260 0.37292
H: 0.35472 -5.77289 -0.34634
H: -1.35924 -7.20545 -0.80516
H: -3.77995 -4.78826 -0.00867
H: -3.17920 -2.51390 0.71975
H: -2.31956 -0.73962 -0.29737
H: 0.45168 3.71874 1.65497
H: 0.00773 5.82290 2.85604
H: -2.30435 6.43045 3.46906
H: -4.16800 4.92850 2.86959
H: -3.72575 2.82895 1.66577
H: -0.71641 0.38355 -1.69234

Summary:
**Maximum force**: 0.011 Eh/bohr
**E_tot**: -39599.10324 eV
**Multiplicity**: 1
**SMILES**: CCCC[C@]1(C(=O)OCC)N[C@H](c2ccc(O)cc2)[C@H]2C(=O)N(c3ccccc3)C(=O)[C@H]21
**Total charge**: 0
**Energy above the lowest of the compared OMol25 structures with the same formula, charge and spin**: 8.5 kcal per mole
**Highest occupied orbital energy**: -8.5 eV
**Molecular weight**: 436.51 g/mol

---

Record 2
C16H19AsBaF9O10S | ωB97M-V/def2-TZVPD

Cartesian coordinates (Å):
Ba: 0.13849 0.03804 -0.05901
C: 0.44667 -2.35543 2.78747
O: -0.49617 -2.08569 1.76193
C: -1.82797 -2.31935 2.16789
C: -2.74154 -1.98515 1.00596
O: -2.48700 -0.69287 0.50738
C: -3.29343 0.39139 0.90531
C: -2.80330 1.01871 2.19394
O: -1.42229 1.28003 2.06098
C: -0.86372 1.85474 3.23038
H: 0.40048 -3.40939 3.08096
H: 1.43238 -2.11604 2.39870
H: 0.25792 -1.72230 3.66060
H: -1.95980 -3.37248 2.45078
H: -2.05476 -1.70063 3.04658
H: -2.55633 -2.66601 0.17285
H: -3.78929 -2.08923 1.31036
H: -3.22439 1.11267 0.08898
H: -4.33918 0.08172 1.01365
H: -3.35561 1.95034 2.37809
H: -2.96934 0.35585 3.05481
H: -1.31202 2.83443 3.42805
H: -1.03303 1.20347 4.09546
H: 0.20397 1.94852 3.06297
O: -3.22970 1.51436 -3.75028
As: -2.09572 0.36230 -2.97955
O: -3.04527 -0.91767 -2.60445
O: -1.33305 1.24318 -1.79190
C: -0.83601 0.12629 -4.46695
C: -1.25737 0.64246 -5.69149
C: -0.46408 0.56066 -6.82718
C: 0.77710 -0.04742 -6.75948
C: 1.21120 -0.57206 -5.55284
C: 0.42003 -0.48674 -4.41475
S: 1.14171 -1.19590 -2.93821
O: 2.04674 -2.22319 -3.38524
O: 1.78923 -0.08449 -2.22169
O: -0.00036 -1.67289 -2.13906
H: -4.06893 1.03730 -3.73584
H: -2.22147 1.12667 -5.74691
H: -0.82332 0.97373 -7.76194
H: 1.40537 -0.12154 -7.63840
H: 2.16724 -1.07149 -5.47670
F: 2.82713 2.84593 1.11899
C: 3.22299 2.37319 2.30185
F: 4.49708 2.76131 2.48546
F: 2.48334 3.00386 3.23848
C: 3.00623 0.82453 2.37932
O: 1.83908 0.48086 1.85743
C: 4.18474 0.12721 1.61631
F: 5.35215 0.13726 2.29249
F: 3.88519 -1.15296 1.36905
F: 4.40017 0.72182 0.43687
C: 3.08592 0.39623 3.88546
F: 3.27793 -0.93127 3.99567
F: 1.93526 0.66741 4.51847
F: 4.06869 0.99573 4.58192

Summary:
**Maximum force**: 0.007 Eh/bohr
**E_tot**: -134206.83698 eV
**Multiplicity**: 1
**Total charge**: -1
**Energy above the lowest of the compared OMol25 structures with the same formula, charge and spin**: 24.0 kcal per mole
**Highest occupied orbital energy**: -6.4 eV
**Molecular weight**: 786.62 g/mol

---

Record 3
C23H30BrNO4PdSb2 | ωB97M-V/def2-TZVPD

Cartesian coordinates (Å):
Pd: 0.09616 0.02059 -1.38293
C: 5.06380 -1.14473 -1.96289
Sb: 2.99682 -1.05491 -1.32545
C: 2.39895 -0.11915 -3.19036
C: 3.32745 0.79446 -0.21266
C: 3.64645 0.50328 1.21798
C: 4.93571 0.10481 1.57037
C: 5.26884 -0.23553 2.87040
C: 4.30183 -0.17417 3.86135
C: 3.02166 0.23998 3.53140
C: 2.66871 0.58311 2.22557
C: 1.25481 1.03256 1.97732
Sb: -0.03679 -0.45687 1.08137
C: 0.84310 -2.16676 1.94967
C: -1.78806 -0.21202 2.20623
H: 5.69499 -1.54574 -1.17079
H: 5.41779 -0.15251 -2.24496
H: 5.13637 -1.80595 -2.82718
H: 2.67450 0.93434 -3.16015
H: 1.34223 -0.21133 -3.46071
H: 2.94981 -0.61241 -3.99264
H: 2.44060 1.41360 -0.30133
H: 4.14872 1.30242 -0.72070
H: 5.69332 0.06475 0.79521
H: 6.27965 -0.54116 3.10820
H: 4.54189 -0.43339 4.88419
H: 2.27010 0.31076 4.31038
H: 1.18922 1.94462 1.38343
H: 0.77679 1.23222 2.93943
H: 1.05973 -1.93962 2.99356
H: 1.77048 -2.42804 1.44484
H: 0.12681 -2.98071 1.87436
H: -1.55038 -0.46441 3.24041
H: -2.53459 -0.89365 1.80798
H: -2.14004 0.81027 2.11434
Br: -7.37292 2.23728 1.28420
C: -6.38576 1.24471 0.00016
C: -7.05377 0.35466 -0.82425
C: -6.32330 -0.36501 -1.76021
C: -4.95253 -0.18864 -1.86699
C: -4.29528 0.70468 -1.03000
C: -5.01749 1.42446 -0.08652
C: -2.79014 0.88465 -1.12948
O: -2.23679 1.56163 -0.22425
O: -2.22359 0.33216 -2.10456
H: -8.12383 0.22772 -0.73533
H: -6.83616 -1.06468 -2.40790
H: -4.36711 -0.73139 -2.59651
H: -4.49789 2.10801 0.56987
C: -1.02297 4.22716 -0.82269
C: -0.20223 3.07696 -1.14194
N: 0.39199 2.13667 -1.41564
H: -1.38014 4.68183 -1.74503
H: -0.46203 4.95501 -0.24000
H: -1.87070 3.84174 -0.25465
C: -1.37645 -3.91065 -1.52950
C: -0.95754 -2.58823 -0.94338
O: -1.30728 -2.27094 0.19786
O: -0.18739 -1.87218 -1.68675
H: -2.43707 -4.05752 -1.33741
H: -0.83076 -4.69992 -1.01087
H: -1.16831 -3.96889 -2.59346

Summary:
**Maximum force**: 0.016 Eh/bohr
**E_tot**: -120614.74453 eV
**Multiplicity**: 1
**Total charge**: 0
**Energy above the lowest of the compared OMol25 structures with the same formula, charge and spin**: 29.7 kcal per mole
**Highest occupied orbital energy**: -7.8 eV
**Molecular weight**: 814.34 g/mol

---

Record 4
CHBrOS2 | ωB97M-V/def2-TZVPD

Cartesian coordinates (Å):
O: -1.82179 0.75244 -2.78405
C: -1.40601 1.78016 -3.13416
S: -0.79291 3.15357 -3.58098
S: 0.91805 -0.76601 0.87788
Br: 2.44941 0.03216 -0.43606
H: 0.92439 0.14604 1.96238

Summary:
**Maximum force**: 0.032 Eh/bohr
**E_tot**: -94813.67688 eV
**Multiplicity**: 1
**SMILES**: O=C=S.SBr
**Total charge**: 0
**Energy above the lowest of the compared OMol25 structures with the same formula, charge and spin**: 0.0 kcal per mole
**Highest occupied orbital energy**: -9.4 eV
**Molecular weight**: 173.06 g/mol

---

Record 5
C22H74N4O15 | ωB97M-V/def2-TZVPD

Cartesian coordinates (Å):
C: -0.71538 0.16409 -0.27797
C: 0.59262 -0.55991 -0.45697
O: 1.65162 0.32609 -0.13297
H: -1.56138 -0.51191 -0.56597
H: -0.82938 1.03809 -0.95297
H: -1.08238 0.43709 0.65203
H: 0.63162 -0.94591 -1.46797
H: 0.64162 -1.31491 0.31003
H: 2.49362 0.16409 -0.54997
C: 3.69562 -2.09991 -0.56497
C: 4.75362 -1.05891 -0.99397
O: 4.37262 0.25609 -0.93097
H: 2.75462 -1.97191 -1.09297
H: 3.43162 -2.13891 0.47903
H: 4.05862 -3.08591 -0.79197
H: 4.91662 -1.25891 -2.04697
H: 5.72262 -1.21791 -0.47997
H: 5.11362 0.70909 -1.29597
C: 0.64362 -0.12291 3.54803
C: -0.20238 0.94309 4.26003
O: -1.08238 1.61809 3.40303
H: 1.47062 0.21709 2.96103
H: 0.07162 -0.62491 2.80303
H: 1.03262 -0.91591 4.18903
H: 0.46462 1.65709 4.72603
H: -0.79438 0.63809 5.09403
H: -0.55638 1.89609 2.64503
C: 6.32162 0.23109 3.83103
C: 4.99862 0.78509 3.31803
O: 4.58562 0.04609 2.20103
H: 6.64762 0.61909 4.81403
H: 7.13862 0.31209 3.11903
H: 6.19562 -0.86991 3.90703
H: 5.13162 1.85009 3.03603
H: 4.24962 0.73109 4.16303
H: 4.07262 0.60309 1.63403
C: -1.83738 -3.75691 2.00803
C: -2.35138 -2.30291 2.20103
O: -3.70338 -2.19591 1.71903
H: -2.02338 -4.12291 1.01703
H: -2.34038 -4.39191 2.68203
H: -0.83138 -3.78891 2.36003
H: -1.68938 -1.60991 1.73203
H: -2.25938 -2.17691 3.23003
H: -3.96438 -1.27591 1.89703
C: 1.75862 -1.07791 -4.04397
C: 0.96762 0.19909 -4.28397
O: -0.20238 -0.04291 -5.08897
H: 2.67062 -0.78191 -3.44397
H: 2.04062 -1.57791 -5.05897
H: 1.07762 -1.75991 -3.49097
H: 1.51062 0.92609 -4.91697
H: 0.70262 0.68909 -3.41497
H: -0.77538 -0.63891 -4.55997
C: -3.41538 1.98609 -2.34997
C: -2.13638 2.13509 -3.12497
O: -1.26938 3.08709 -2.50597
H: -3.94038 2.94009 -2.25897
H: -3.33638 1.51409 -1.38097
H: -4.06238 1.34509 -2.90397
H: -2.27338 2.49009 -4.13197
H: -1.66738 1.12909 -3.22497
H: -0.32438 3.00009 -2.74997
C: 1.50662 3.20009 1.98303
O: 2.67962 2.69509 2.44703
N: 1.25862 4.44209 2.14103
N: 0.64062 2.54609 1.31703
H: 1.92762 5.00709 2.66603
H: 0.20962 4.67109 2.13803
H: 0.92262 1.66909 0.85803
H: -0.22938 2.99309 0.98803
C: -4.36938 1.05909 1.54703
O: -5.15338 1.52809 0.53403
N: -4.72938 0.23309 2.45503
N: -3.15338 1.41909 1.63603
H: -5.70738 -0.00391 2.39003
H: -4.27338 0.14009 3.37503
H: -2.78638 2.16009 1.03903
H: -2.59138 1.16709 2.41603
C: -4.77038 -1.85291 -1.24297
O: -3.44238 -2.19891 -1.05297
H: -4.84038 -0.83591 -0.90397
H: -5.43138 -2.44491 -0.64297
H: -5.06238 -1.88091 -2.31797
H: -3.33138 -2.19291 -0.09297
C: 2.30062 3.08009 -2.27497
O: 1.46262 2.95509 -3.38697
H: 2.48962 4.14909 -1.99997
H: 3.23062 2.64709 -2.51897
H: 1.87862 2.51009 -1.44297
H: 2.01062 3.04209 -4.12697
C: -0.15138 -3.91191 -1.39797
O: 1.12362 -4.54791 -1.31797
H: -0.04038 -2.96691 -1.93397
H: -0.47938 -3.66491 -0.38197
H: -0.89338 -4.57291 -1.82097
H: 1.63262 -4.08091 -0.63797
C: -3.01238 -1.27791 -4.39997
O: -1.93438 -1.40391 -3.50397
H: -3.29938 -2.24091 -4.87297
H: -2.73938 -0.48791 -5.12497
H: -3.80538 -0.79391 -3.81997
H: -2.16338 -1.77791 -2.64497
C: -2.90638 4.16509 0.24003
O: -1.77638 3.35209 0.10703
H: -3.74238 3.77109 -0.24397
H: -2.68138 5.16709 -0.06697
H: -3.30538 4.19509 1.27603
H: -1.73538 3.17409 -0.82997
C: 2.19462 -3.12091 2.71103
O: 1.50462 -3.64191 1.54203
H: 2.70562 -2.16191 2.51503
H: 2.94562 -3.90891 2.97803
H: 1.50462 -3.12491 3.55103
H: 1.05262 -4.52391 1.75003

Summary:
**Maximum force**: 0.188 Eh/bohr
**E_tot**: -60682.84696 eV
**Multiplicity**: 1
**Total charge**: 0
**Energy above the lowest of the compared OMol25 structures with the same formula, charge and spin**: 0.0 kcal per mole
**Highest occupied orbital energy**: -9.3 eV
**Molecular weight**: 634.85 g/mol

---

Record 6
C4H8O2 | ωB97M-V/def2-TZVPD

Cartesian coordinates (Å):
C: 1.25134 -0.97812 0.92424
C: 0.33338 -0.45053 -0.22932
C: 0.30846 1.00285 0.04842
O: -1.01823 -0.85007 -0.21815
C: -2.02867 0.31493 -0.85974
O: -2.33264 0.37745 -2.00753
H: 2.27826 -0.55490 0.89480
H: 0.82705 -0.76831 1.91583
H: 1.32314 -2.04734 0.78608
H: 0.83569 -0.69974 -1.18495
H: -0.05329 1.21403 1.05860
H: -0.78434 1.26968 -0.61072
H: 1.27684 1.50677 -0.15150
H: -2.68869 0.58052 -0.02139

Summary:
**Maximum force**: 0.078 Eh/bohr
**E_tot**: -8369.72857 eV
**Multiplicity**: 1
**SMILES**: CC(C)OC=O
**Total charge**: 0
**Energy above the lowest of the compared OMol25 structures with the same formula, charge and spin**: 81.9 kcal per mole
**Highest occupied orbital energy**: -10.3 eV
**Molecular weight**: 88.11 g/mol

---

Record 7
C5H14N4 | ωB97M-V/def2-TZVPD

Cartesian coordinates (Å):
C: 0.65778 2.19210 -0.58399
C: -0.27487 1.00570 -0.63458
N: -1.41359 1.14839 -1.45751
N: -1.62364 -0.50691 0.84893
C: -0.37074 0.16909 0.57388
H: -1.53985 2.05621 -1.87818
H: -2.28517 0.77014 -1.11540
H: -2.40700 0.13113 0.92229
H: -1.81704 -1.22166 0.15782
H: -0.04244 0.71985 1.45644
H: 0.88767 2.56055 -1.58694
H: 1.60117 1.92227 -0.10611
H: 0.21787 3.02143 -0.01677
C: 0.72567 -1.90150 1.84507
N: 1.06014 -1.03996 -1.60448
C: 0.84788 -1.07459 0.58238
N: 0.64679 -1.78398 -0.58679
H: 0.60456 0.05737 -1.41710
H: 0.65832 -1.42241 -2.46310
H: 1.76890 -0.47461 0.57888
H: 0.64905 -1.25958 2.72397
H: -0.15901 -2.53353 1.80648
H: 1.60756 -2.53551 1.95481

Summary:
**Maximum force**: 0.013 Eh/bohr
**E_tot**: -11369.20367 eV
**Multiplicity**: 1
**Total charge**: 0
**Energy above the lowest of the compared OMol25 structures with the same formula, charge and spin**: 74.0 kcal per mole
**Highest occupied orbital energy (spin up / spin down)**: -6.8 / -6.9 eV
**Molecular weight**: 130.19 g/mol

---

Record 8
C26H35N2O3PPdSi | ωB97M-V/def2-TZVPD

Cartesian coordinates (Å):
Pd: -0.27503 -0.03357 -0.17848
C: 4.49132 2.92559 0.32063
O: 3.88353 1.80714 -0.31136
C: 2.54395 1.69890 -0.41576
O: 2.06594 0.73555 -0.95602
N: 1.81723 2.73486 0.10446
N: 0.42852 2.65960 0.05028
H: 5.56205 2.75809 0.24453
H: 4.22042 2.98100 1.37824
H: 4.24352 3.85790 -0.19292
H: 2.25904 3.50378 0.57721
H: 0.05073 3.34226 -0.59558
H: 0.01870 2.77152 0.96962
C: -3.25281 2.58993 0.67082
C: -4.24744 1.88474 -0.20380
C: -5.36854 2.57817 -0.64727
C: -6.32337 1.97509 -1.45209
C: -6.16619 0.65192 -1.82543
C: -5.05571 -0.05559 -1.38955
C: -4.08907 0.54006 -0.58244
P: -2.58450 -0.37681 -0.06359
C: -2.88080 -2.07315 -0.66232
C: -3.32623 -3.06904 0.19958
C: -3.48218 -4.37431 -0.24114
C: -3.19368 -4.68837 -1.55820
C: -2.74336 -3.69998 -2.41989
C: -2.56815 -2.39011 -1.99143
C: -2.00474 -1.36540 -2.93266
C: -2.78929 -0.45674 1.73896
C: -4.01220 -0.50801 2.40511
C: -4.05004 -0.48284 3.78759
C: -2.86253 -0.40768 4.50838
C: -1.64563 -0.36005 3.85160
C: -1.59728 -0.37940 2.45739
C: -0.27404 -0.33408 1.74277
H: -3.47632 3.65548 0.71739
H: -2.23922 2.44921 0.28478
H: -3.25823 2.19547 1.68820
H: -5.49087 3.61460 -0.35551
H: -7.18463 2.54018 -1.78446
H: -6.90183 0.16538 -2.45204
H: -4.94086 -1.09254 -1.67834
H: -3.54036 -2.83539 1.23361
H: -3.81808 -5.13818 0.44694
H: -3.30917 -5.70320 -1.91642
H: -2.50112 -3.95025 -3.44553
H: -2.02983 -1.73029 -3.95939
H: -0.95708 -1.17545 -2.67154
H: -2.55352 -0.42047 -2.90203
H: -4.93211 -0.55189 1.83407
H: -4.99880 -0.51752 4.30619
H: -2.88806 -0.37737 5.59036
H: -0.72493 -0.30183 4.41981
H: 0.24003 -1.28851 1.88024
H: 0.34333 0.48448 2.14386
C: 2.91082 -2.27454 0.90728
Si: 1.48213 -3.06810 -0.04470
C: 2.20104 -4.13391 -1.41458
C: 0.57607 -4.20819 1.16134
O: 0.47000 -1.96111 -0.62756
H: 3.67234 -3.01215 1.17293
H: 2.57294 -1.80949 1.83630
H: 3.38159 -1.49993 0.29969
H: 2.88192 -4.89600 -1.03269
H: 2.74887 -3.52329 -2.13324
H: 1.40338 -4.64217 -1.95879
H: 1.24909 -4.97755 1.55070
H: -0.25826 -4.70727 0.66403
H: 0.16860 -3.66179 2.01462

Summary:
**Maximum force**: 0.015 Eh/bohr
**E_tot**: -57299.61643 eV
**Multiplicity**: 1
**Total charge**: 0
**Energy above the lowest of the compared OMol25 structures with the same formula, charge and spin**: 28.0 kcal per mole
**Highest occupied orbital energy (spin up / spin down)**: -6.9 / -6.9 eV
**Molecular weight**: 589.06 g/mol